# 1
ORCA calculation (wB97M-V/def2-TZVPD) on C17H35CaNO10S as an isolated structure in a non-equilibrium geometry.

Summary:
2S+1: 1
Molar mass (g/mol): 485.6
Net charge: -2
Total energy (eV): -69427.6780

```
65
C17H35CaNO10S (wB97M-V/def2-TZVPD)
Ca -14.514 31.398 -29.780
C -16.485 30.801 -23.923
C -15.914 30.873 -25.257
O -16.620 31.058 -26.237
O -14.694 30.762 -25.498
H -15.796 31.187 -23.172
H -16.478 29.751 -23.629
H -17.438 31.287 -24.133
C -11.472 29.038 -35.381
C -12.298 29.924 -34.496
O -11.929 30.394 -33.395
O -13.361 30.341 -34.941
H -10.670 28.591 -34.793
H -10.913 29.680 -36.063
H -11.981 28.212 -35.878
C -19.418 27.369 -31.216
C -18.965 28.723 -31.852
O -19.477 29.280 -32.768
O -17.886 29.245 -31.489
H -20.175 27.295 -30.436
H -18.539 26.888 -30.785
H -19.655 26.761 -32.089
C -16.597 37.446 -30.573
C -17.000 35.951 -30.251
C -18.483 35.711 -29.962
O -16.420 34.993 -31.110
H -17.125 38.131 -29.910
H -16.829 37.595 -31.628
H -15.532 37.677 -30.591
H -16.549 35.703 -29.290
H -18.908 34.757 -29.651
H -19.137 36.054 -30.764
H -18.700 36.416 -29.159
C -8.968 35.350 -29.107
C -9.797 34.425 -28.138
C -9.973 34.837 -26.643
O -8.754 34.399 -25.917
C -8.550 34.952 -24.604
N -11.040 34.357 -28.872
H -9.419 36.286 -29.436
H -9.045 34.851 -30.073
H -7.910 35.495 -28.889
H -9.478 33.383 -28.180
H -10.897 34.384 -26.284
H -10.144 35.907 -26.519
H -7.496 34.945 -24.327
H -9.178 34.434 -23.879
H -8.872 35.968 -24.374
H -11.203 35.340 -29.040
H -10.915 33.954 -29.789
C -10.307 25.535 -27.783
C -11.233 24.573 -27.144
C -12.696 25.083 -27.394
S -12.670 25.795 -29.080
O -13.093 27.181 -28.906
O -13.423 24.828 -29.866
C -10.844 25.713 -29.177
H -9.277 25.196 -27.889
H -10.275 26.475 -27.232
H -11.069 24.516 -26.068
H -11.103 23.573 -27.559
H -13.011 25.813 -26.648
H -13.463 24.309 -27.382
H -10.617 26.436 -29.961
H -10.546 24.825 -29.736
```



# 2
ORCA calculation (wB97M-V/def2-TZVPD) on one molecule with the formula C5H6O.

Summary:
2S+1: 1
Molar mass (g/mol): 82.1
Net charge: 0
Total energy (eV): -7327.6128

```
12
C5H6O (wB97M-V/def2-TZVPD)
C -0.455 0.042 2.465
C -0.124 -0.261 1.073
C 0.180 -0.474 -0.074
C 0.570 -0.562 -1.484
C 0.023 0.672 -2.186
O 0.711 1.579 -2.580
H 0.372 -0.229 3.129
H -1.347 -0.497 2.797
H -0.642 1.115 2.580
H 0.167 -1.468 -1.953
H 1.659 -0.566 -1.588
H -1.081 0.700 -2.283
```



# 3
ORCA calculation (wB97M-V/def2-TZVPD) on C2H8O2Tl as an isolated structure in a non-equilibrium geometry.

Summary:
2S+1: 1
Molar mass (g/mol): 268.5
Net charge: +3
Total energy (eV): -10949.2276

```
13
C2H8O2Tl (wB97M-V/def2-TZVPD)
Tl -1.741 -0.914 -2.486
C 0.938 -1.468 0.796
O 0.399 -1.655 -0.520
H 1.946 -1.084 0.637
H 0.351 -0.681 1.271
H 0.852 -2.324 1.465
H 0.860 -2.469 -0.736
C -0.836 1.785 0.221
O -0.346 1.299 -1.028
H -1.542 1.060 0.624
H -0.051 1.838 0.976
H -1.232 2.794 0.110
H 0.401 1.820 -1.331
```



# 4
ORCA calculation (wB97M-V/def2-TZVPD) on C38H34F11IrN5PS as an isolated structure in a non-equilibrium geometry.

Summary:
2S+1: 2
Molar mass (g/mol): 1025.0
Net charge: +1
Total energy (eV): -100254.3977

```
91
C38H34F11IrN5PS (wB97M-V/def2-TZVPD)
Ir -0.515 -0.858 0.777
C -1.521 -2.387 -1.853
N -1.484 -2.431 -0.382
C -2.844 -2.447 0.188
C -3.411 -1.073 0.060
N -2.517 -0.159 0.754
C -2.960 1.151 0.878
C -3.866 1.765 -0.011
F -4.293 1.118 -1.112
C -4.333 3.059 0.129
F -5.187 3.545 -0.769
C -3.907 3.858 1.164
F -4.350 5.106 1.303
C -3.001 3.321 2.052
F -2.553 4.048 3.078
C -2.564 2.020 1.905
F -1.694 1.592 2.853
C -0.681 -3.578 0.073
C 0.790 -3.366 -0.196
N 1.144 -1.924 -0.156
C 2.351 -1.590 -0.452
C 2.745 -0.118 -0.813
F 2.261 2.261 -1.163
C 4.230 0.134 -0.625
F 4.666 1.396 -0.612
C 5.148 -0.812 -0.692
F 6.447 -0.549 -0.682
C 4.722 -2.188 -0.770
F 5.660 -3.107 -0.885
C 3.445 -2.553 -0.654
F 3.248 -3.884 -0.616
H -2.151 -3.201 -2.220
H -0.525 -2.513 -2.260
H -1.925 -1.441 -2.205
H -2.756 -2.726 1.232
H -3.478 -3.180 -0.322
H -4.419 -1.050 0.490
H -3.522 -0.829 -0.999
H -0.997 -4.508 -0.416
H -0.856 -3.681 1.134
H 1.066 -3.767 -1.169
H 1.334 -3.936 0.555
C 2.998 2.461 1.196
P 1.931 1.350 0.202
C 2.492 -0.018 -2.360
C 3.392 0.655 -3.187
C 3.207 0.677 -4.559
C 2.128 0.021 -5.139
C 1.232 -0.647 -4.326
C 1.421 -0.667 -2.950
C 1.668 0.273 1.770
C 0.895 0.813 2.801
C 0.985 0.354 4.119
C 1.863 -0.650 4.441
C 2.707 -1.166 3.448
C 2.628 -0.695 2.159
H 3.790 1.904 1.694
H 2.359 2.888 1.969
H 3.427 3.245 0.581
H 4.230 1.200 -2.779
H 3.919 1.206 -5.179
H 1.990 0.038 -6.211
H 0.382 -1.163 -4.756
H 0.724 -1.201 -2.334
H 0.273 1.669 2.615
H 0.382 0.818 4.890
H 1.932 -1.014 5.458
H 3.451 -1.911 3.701
H 3.368 -1.061 1.460
F -2.653 3.074 -4.572
C -1.930 2.830 -3.467
C -1.654 1.520 -3.130
C -0.936 1.279 -1.971
C -0.469 2.316 -1.175
C 0.211 2.046 0.140
C -0.761 3.622 -1.553
C -1.507 3.889 -2.694
H -2.017 0.721 -3.764
H -0.757 0.257 -1.656
H -0.431 1.384 0.727
H 0.333 2.989 0.680
H -0.408 4.449 -0.948
H -1.767 4.901 -2.977
N -2.722 -0.763 4.172
C -2.376 -1.936 3.670
N -3.255 -2.943 3.777
S -0.842 -2.229 2.958
H -3.630 -0.594 4.571
H -2.103 0.018 4.044
H -4.103 -2.854 4.313
H -2.943 -3.868 3.537
```



# 5
ORCA calculation (wB97M-V/def2-TZVPD) on C6H14N2O as an isolated structure in a non-equilibrium geometry.

Summary:
2S+1: 1
Molar mass (g/mol): 130.2
Net charge: 0
Total energy (eV): -11473.7639

```
23
C6H14N2O (wB97M-V/def2-TZVPD)
C 0.491 -1.008 0.654
C 1.641 -0.949 1.637
C 1.054 1.323 -0.279
C 0.265 0.033 -0.410
O -0.440 -2.002 0.883
N 1.038 -1.044 -0.920
H 0.001 -2.806 1.183
H -1.094 0.372 1.890
H 0.503 -1.761 -1.404
H 2.601 -1.124 1.142
H 1.685 0.024 2.106
H 1.540 -1.715 2.409
H 0.592 1.975 0.460
H 2.078 1.107 0.010
H 1.087 1.820 -1.244
C -1.490 1.473 -1.702
C -1.264 0.237 -0.871
N -2.107 -0.695 -1.012
H -1.889 -1.551 -0.508
H -1.652 0.952 1.702
H -0.776 1.559 -2.521
H -2.490 1.422 -2.126
H -1.377 2.358 -1.079
```



# 6
ORCA calculation (wB97M-V/def2-TZVPD) on C23H35HfOS as an isolated structure in a non-equilibrium geometry.

Summary:
2S+1: 1
Molar mass (g/mol): 538.1
Net charge: +1
Total energy (eV): -38598.4368

```
61
C23H35HfOS (wB97M-V/def2-TZVPD)
C -1.041 2.205 -0.994
C -0.149 1.542 -1.900
C 1.145 1.467 -1.278
C 1.064 2.153 -0.023
C -0.276 2.610 0.145
Hf -0.486 0.019 -0.013
C 1.566 -1.642 2.401
C 0.247 -1.264 2.085
H -0.604 -1.945 1.899
C 0.013 0.172 2.145
H 0.906 0.728 2.472
H -0.866 0.495 2.723
C 1.867 -2.989 2.976
H 0.983 -3.628 3.149
H 2.721 -3.567 2.571
H 2.235 -2.719 3.991
C 2.703 -1.003 1.610
H 2.369 -0.431 0.690
H 3.146 -0.151 2.168
H 3.566 -1.641 1.295
C -0.477 1.211 -3.314
H -1.512 0.856 -3.419
H -0.377 2.103 -3.948
H 0.196 0.456 -3.729
C 2.399 1.061 -1.973
H 2.285 0.088 -2.463
H 2.655 1.782 -2.766
H 3.258 1.005 -1.291
C 2.215 2.624 0.797
H 3.132 2.061 0.588
H 2.435 3.689 0.609
H 2.009 2.530 1.870
C -0.777 3.479 1.245
H -0.236 3.310 2.184
H -0.670 4.548 1.003
H -1.840 3.301 1.451
C -2.439 2.630 -1.298
H -3.035 2.692 -0.380
H -2.493 3.620 -1.781
H -2.928 1.907 -1.961
C 0.288 -1.873 -0.911
C 1.200 -3.037 -0.496
C 0.303 -1.730 -2.296
C 2.466 -2.821 -0.986
H 1.214 -3.584 0.426
C 1.423 -2.205 -3.036
H -0.609 -1.471 -2.858
C 2.593 -2.509 -2.357
H 3.379 -3.064 -0.361
H 1.407 -2.262 -4.115
H 3.557 -2.643 -2.840
C -3.985 -2.126 1.238
S -3.923 -0.835 0.012
C -4.798 0.388 0.952
O -2.400 -0.293 0.164
H -4.963 -2.604 1.159
H -3.888 -1.717 2.243
H -3.205 -2.866 1.073
H -4.476 0.354 1.991
H -4.633 1.382 0.542
H -5.862 0.153 0.921
```